Formula: C8H5NO4S2
Source: OMol25
Level of theory: the ωB97M-V functional and the def2-TZVPD basis

Summary:
- Frontier orbital gap: 5.48 eV
- Net charge: -2

Structure (XYZ):
```
20
Properties=species:S:1:pos:R:3:forces:R:3:lowdin_charge:R:1
C 1.282 1.825 0.012 0.187 0.274 -0.068 -0.136
C -1.080 -1.013 -0.311 1.064 -0.382 -0.051 -0.231
C 0.813 3.089 0.105 -0.332 0.184 -0.187 -0.448
C 0.232 0.858 0.076 -0.587 -0.629 0.370 -0.321
C 0.228 -0.524 -0.237 -0.555 0.079 -0.066 -0.203
C -0.977 1.428 0.456 -1.469 -1.843 -0.573 -0.303
C 2.342 -1.538 0.930 -0.806 0.085 -1.190 -0.763
C 1.445 -1.344 -0.404 0.802 -0.205 0.629 -0.096
N -2.104 -0.203 -0.330 0.600 2.697 0.162 -0.093
O 3.536 -1.250 0.775 1.141 0.320 -0.106 -0.107
O -4.714 0.150 -0.154 0.418 0.218 -0.080 -0.572
O 1.764 -1.979 1.922 -0.535 -0.339 0.713 -0.065
O -3.805 -1.967 -0.990 0.280 0.258 0.112 -0.563
S -0.922 3.149 0.333 0.172 -0.203 -0.118 0.861
S -3.752 -0.941 0.084 -0.646 -0.555 0.413 0.591
H 2.315 1.563 -0.151 0.137 -0.009 0.018 0.107
H -1.260 -2.086 -0.327 -0.044 -0.020 0.091 0.116
H 1.359 4.016 0.090 0.248 0.101 0.052 0.036
H 1.178 -2.348 -0.748 0.007 0.060 -0.038 0.098
H 2.121 -0.884 -1.131 -0.082 -0.089 -0.081 0.092
```
Forces are in eV/Å.